Record 1
{
  "formula": "C3HIO3",
  "method": "wB97M-V/def2-TZVPD",
  "elements": ["I", "O", "O", "H", "C", "C", "O", "C"],
  "coordinates": [[2.389716, 1.533221, 0.004408], [1.254644, -2.018851, 0.018984], [-0.874809, -1.328581, -0.003026], [-1.395420, 1.873001, 0.007253], [0.762966, 0.311990, -0.023948], [-0.986404, 0.888187, -0.006455], [-1.676032, -0.191609, 0.003183], [0.525341, -1.067360, -0.000400]],
  "forces_ev_per_angstrom": [[-0.18, -0.32, -0.01], [-0.18, -0.37, -0.01], [-0.28, -0.81, 0.01], [-0.67, 0.29, -0.01], [-6.83, 3.01, 0.07], [8.08, -3.24, -0.05], [-0.68, 0.79, -0.01], [0.74, 0.64, 0.02]],
  "mulliken_charge": [0.198, -0.556, -0.123, 0.397, -0.462, 0.038, -0.093, 0.601],
  "mol_weight_g_mol": 211.9,
  "total_energy_ha": -638.11525,
  "largest_force_ha_per_bohr": 0.1694,
  "homo_energy_ev": [-8.5992, -8.5997],
  "lumo_ha": [-0.032, -0.032],
  "orbital_gap_ev": [7.736, 7.738],
  "smiles": "O=c1oocc1I",
  "e_above_lowest_kcal_mol": 127.9,
  "total_charge": 0
}

Record 2
{
  "formula": "C4H7NO",
  "method": "wB97M-V/def2-TZVPD",
  "elements": ["C", "O", "H", "N", "H", "C", "H", "H", "C", "H", "C", "H", "H"],
  "coordinates": [[-1.421189, -0.786069, -0.065871], [1.980825, 1.247407, 1.762602], [-1.379483, -0.788655, 1.034864], [-0.380434, 0.120647, -0.612580], [-0.627956, 1.100422, -0.780478], [0.916684, 0.816626, 1.348362], [-1.216919, -1.805670, -0.387239], [-0.058009, 1.116050, 1.831041], [1.064651, -0.144675, -1.036230], [-2.395644, -0.432397, -0.384067], [0.743167, -0.167193, 0.352765], [1.216200, -1.032747, -1.647999], [1.558105, 0.756253, -1.415169]],
  "forces_ev_per_angstrom": [[-0.51, -0.10, -0.46], [0.03, 0.14, 0.28], [-0.02, 0.21, -0.60], [-0.22, -0.11, 1.04], [-0.14, -0.50, 0.32], [0.45, 0.08, 0.13], [-0.12, 0.10, -0.16], [0.31, 0.07, -0.14], [0.26, -0.13, -0.14], [-0.32, -0.19, -0.34], [0.73, 0.46, 0.24], [-0.11, 0.02, 0.20], [-0.33, -0.06, -0.37]],
  "mulliken_charge": [-0.731, -0.548, 0.293, -0.122, 0.326, 0.109, 0.235, 0.222, -0.288, 0.380, -0.305, 0.189, 0.242],
  "mol_weight_g_mol": 85.1,
  "total_energy_ha": -286.45643,
  "largest_force_ha_per_bohr": 0.0207,
  "homo_energy_ev": -7.7300,
  "lumo_ha": 0.020,
  "orbital_gap_ev": 8.271,
  "smiles": "C[N@@H+]1C/C1=C\\[O-]",
  "e_above_lowest_kcal_mol": 110.0,
  "total_charge": 0
}

Record 3
{
  "formula": "CH3Cl2NO",
  "method": "wB97M-V/def2-TZVPD",
  "elements": ["H", "Cl", "H", "O", "Cl", "C", "H", "N"],
  "coordinates": [[-0.652878, 1.370801, 0.038102], [0.903938, -2.016751, 0.511224], [0.882193, 0.800212, -0.834400], [-0.809682, -0.154322, -1.382442], [1.338926, 0.270762, 2.112456], [-0.141255, 0.622752, -0.549686], [-1.724770, -0.275982, -1.096412], [0.203530, -0.617472, 1.201159]],
  "forces_ev_per_angstrom": [[-0.15, 0.06, -0.02], [0.36, -0.36, -0.13], [0.16, -0.05, -0.05], [0.10, 0.19, -0.03], [0.56, 0.28, 0.24], [0.24, -1.86, 2.28], [0.04, 0.07, 0.03], [-1.31, 1.66, -2.32]],
  "mulliken_charge": [0.261, -0.073, 0.360, -0.379, -0.087, -0.139, 0.349, -0.292],
  "mol_weight_g_mol": 115.9,
  "total_energy_ha": -1090.13494,
  "largest_force_ha_per_bohr": 0.0610,
  "homo_energy_ev": [-8.3898, -8.3908],
  "lumo_ha": [0.006, 0.006],
  "orbital_gap_ev": [8.565, 8.566],
  "e_above_lowest_kcal_mol": 105.3,
  "total_charge": 0
}

Record 4
{
  "formula": "C8H8Cl2N2",
  "method": "wB97M-V/def2-TZVPD",
  "elements": ["C", "H", "N", "H", "N", "H", "C", "C", "C", "H", "Cl", "Cl", "C", "H", "H", "H", "C", "H", "C", "C"],
  "coordinates": [[-2.627073, 1.482902, 0.123178], [-4.276311, 0.461425, 0.947303], [2.767057, -0.820210, -0.281870], [4.662631, 0.441334, -0.069513], [0.603135, -0.250475, -0.913388], [-3.579591, -1.806985, 0.028184], [-1.210579, 1.196417, -0.177634], [-3.367039, 0.387225, 0.330606], [1.713490, 0.015906, -0.146669], [3.969441, 0.352155, 1.339343], [-0.335903, 2.846869, -0.644901], [-1.104221, -2.917728, -0.497361], [-0.665630, -0.140328, -0.315027], [-2.987635, 2.510443, 0.529680], [0.753649, -0.836751, -1.977265], [1.755520, 0.700671, 0.689501], [-2.961620, -0.987224, 0.051078], [4.586814, -1.129745, 0.736080], [-1.610906, -1.249888, -0.163300], [3.914762, -0.256008, 0.411977]],
  "forces_ev_per_angstrom": [[3.27, 1.22, 1.46], [-0.06, 0.16, -1.01], [-2.24, 4.52, 0.43], [-1.05, -0.99, -1.11], [0.41, -1.62, -2.76], [-1.76, -1.46, 0.38], [-1.34, 0.94, -0.80], [-1.64, -3.21, 0.86], [3.29, -4.67, -0.93], [-1.94, -0.33, 0.23], [-0.65, -2.85, 0.70], [-0.08, 1.17, 0.22], [-1.96, 2.19, -1.21], [0.89, -1.91, -1.24], [-0.54, 2.12, 4.83], [-0.79, 0.65, -0.23], [2.97, 3.04, 0.31], [-0.86, 1.01, -0.62], [0.07, 1.24, -0.76], [3.98, -1.23, 1.26]],
  "mulliken_charge": [-0.474, 0.301, -0.511, 0.297, -0.216, 0.502, 0.379, -0.355, 0.041, 0.293, -0.220, -0.182, -0.143, 0.281, 0.371, 0.319, -0.637, 0.283, 0.467, -0.797],
  "mol_weight_g_mol": 203.1,
  "total_energy_ha": -1339.40868,
  "largest_force_ha_per_bohr": 0.1125,
  "homo_energy_ev": -8.7580,
  "lumo_ha": 0.005,
  "orbital_gap_ev": 8.906,
  "smiles": "C/N=C/Nc1c(Cl)cccc1Cl",
  "e_above_lowest_kcal_mol": 79.5,
  "total_charge": 0
}

Record 5
{
  "formula": "C4H11N2",
  "method": "wB97M-V/def2-TZVPD",
  "elements": ["H", "H", "H", "H", "N", "H", "C", "N", "H", "H", "C", "H", "C", "C", "H", "H", "H"],
  "coordinates": [[-2.816833, -0.711167, 0.815626], [0.284725, -1.559861, -1.768889], [1.547040, -1.071638, -2.696870], [-3.260807, 0.952978, 0.905656], [1.042362, -0.869063, -1.824618], [-0.063407, 0.208565, 1.937796], [1.789994, -0.639653, -0.608465], [-2.527570, 0.244415, 1.036132], [2.791433, -0.338737, -0.992040], [-2.483415, 0.260173, 2.068001], [-1.267282, 0.701066, 0.357610], [1.942933, 0.886648, 0.937304], [1.232876, 0.646812, 0.144335], [-0.067143, 0.541373, 0.880720], [1.246289, 1.475052, -0.571358], [1.947878, -1.428980, 0.107702], [-1.339075, 0.702017, -0.728642]],
  "forces_ev_per_angstrom": [[-0.24, 0.17, -0.54], [-0.54, 0.65, 0.08], [0.13, 1.02, -0.11], [-0.35, -0.47, -0.68], [0.54, -2.99, 1.28], [0.49, 0.39, -0.51], [1.23, 2.59, -1.66], [0.44, 1.49, 1.23], [-0.54, -0.11, 0.63], [0.65, -0.11, -0.10], [0.04, -1.83, -1.19], [0.51, -0.14, -0.42], [0.01, 0.74, 0.41], [-0.77, -1.03, 1.24], [-0.13, -0.13, 0.16], [-0.79, -1.01, 0.00], [-0.70, 0.76, 0.18]],
  "lowdin_spin": [0.001, 0.017, 0.019, 0.000, 0.710, 0.000, 0.107, 0.004, 0.001, 0.000, 0.027, 0.005, 0.077, -0.005, -0.001, 0.035, 0.003],
  "mol_weight_g_mol": 87.1,
  "total_energy_ha": -267.75695,
  "multiplicity": 2,
  "largest_force_ha_per_bohr": 0.0643,
  "homo_energy_ev": [-19.3867, -19.4094],
  "lumo_ha": [-0.275, -0.462],
  "orbital_gap_ev": [11.911, 6.828],
  "e_above_lowest_kcal_mol": 42.7,
  "total_charge": 2
}

Record 6
{
  "formula": "C30H33N3O4Pd",
  "method": "wB97M-V/def2-TZVPD",
  "elements": ["H", "H", "C", "C", "H", "H", "H", "C", "H", "C", "H", "H", "C", "H", "H", "C", "C", "C", "H", "C", "H", "C", "C", "N", "O", "H", "C", "H", "H", "H", "C", "C", "H", "O", "H", "C", "H", "H", "C", "C", "C", "H", "C", "H", "C", "H", "C", "C", "C", "H", "C", "C", "C", "C", "N", "H", "H", "N", "O", "O", "H", "H", "H", "H", "H", "C", "C", "H", "C", "Pd", "H"],
  "coordinates": [[0.735044, -2.563770, -0.920095], [-0.862675, 1.975475, 4.487284], [-2.447826, -3.522531, 3.259780], [5.058726, -0.314733, 2.293721], [-1.717758, 4.061850, 0.837173], [-0.664803, -1.649944, -0.351301], [5.061038, -0.314169, 4.442678], [-0.188139, 1.184009, -3.396646], [-0.027915, 3.259248, -3.743875], [-1.741135, 3.170412, 1.452856], [1.648814, -0.494002, -5.736881], [-2.420022, 2.765830, -3.967931], [3.906857, -0.247258, -1.245196], [-0.243896, 2.305438, -0.857983], [-1.364985, -3.386135, 3.274550], [-2.375559, 2.017444, 0.983720], [-1.160289, 1.964982, 3.444913], [-0.721999, 0.086882, -2.628100], [-2.789075, -3.398954, -1.828998], [2.538835, 0.105972, 5.098685], [5.811971, -0.475304, -0.298810], [-0.900942, -2.448009, -2.347064], [-0.357454, -2.529696, -0.916878], [-1.845189, 0.856775, 3.018279], [-3.475203, -3.230047, 1.110635], [0.939069, 0.202042, 0.359421], [-0.378321, -1.235439, -3.088453], [-2.595126, -0.763277, 0.378941], [-4.093833, -0.120977, 1.018038], [6.126693, -0.464342, 2.166811], [-3.066517, -0.384776, 1.288481], [-1.113253, 3.147256, 2.675520], [-2.832831, -3.190157, 4.224879], [1.498080, 0.768694, 5.235605], [1.041299, 1.807818, -5.019753], [0.457335, -1.406609, -4.178716], [-0.049898, 3.997061, -1.363492], [-0.582003, 4.005832, 3.064664], [0.641882, 0.950173, -4.480709], [4.499081, -0.223514, 3.524820], [4.744353, -0.328189, -0.168783], [-0.739104, -3.419641, -0.408733], [-0.486817, 2.610920, -2.985092], [-0.528245, -3.328770, -2.887931], [-2.367788, 0.880705, 1.763715], [-2.484128, 2.223830, -2.284616], [4.234146, -0.227309, 1.145537], [-2.431174, -2.513633, -2.360818], [0.990253, -0.333569, -4.891171], [-2.681123, -4.573227, 3.106659], [2.522758, -0.058024, -1.050367], [2.004981, 0.046271, 0.212639], [-1.989368, 2.908102, -2.973009], [-3.033652, -2.706082, 2.123007], [-3.040267, -1.374859, 2.354351], [1.235776, 2.817315, -1.674861], [1.865749, 0.006971, -1.908840], [2.309664, 0.073936, 2.606554], [-1.446987, 0.268608, -1.593082], [3.231881, -0.492213, 5.948103], [-2.180187, 3.940135, -2.658947], [-2.823536, 1.979349, 0.000103], [-2.800831, -2.541097, -3.389993], [4.292656, -0.327467, -2.254374], [-2.483436, -1.042060, 3.138768], [2.849326, -0.038411, 1.343204], [0.152833, 2.955483, -1.636586], [-2.842680, -1.635559, -1.866023], [3.099034, -0.014763, 3.654166], [0.167605, 0.395744, 2.804578], [0.710253, -2.422034, -4.478743]],
  "forces_ev_per_angstrom": [[-0.02, -0.02, 0.01], [-0.02, -0.02, 0.04], [-0.01, -0.01, 0.02], [0.00, -0.01, -0.01], [0.00, 0.00, 0.00], [0.01, 0.01, 0.01], [0.00, 0.00, -0.01], [0.01, -0.01, 0.04], [0.00, 0.00, 0.00], [0.01, 0.02, 0.00], [0.00, 0.00, 0.00], [0.01, 0.00, 0.00], [-0.02, 0.00, -0.01], [-0.02, -0.02, 0.02], [0.01, -0.02, -0.01], [-0.03, -0.04, -0.06], [-0.16, 0.00, -0.08], [-0.07, -0.04, 0.03], [0.00, -0.02, -0.01], [-0.17, -0.09, -0.05], [0.00, 0.00, -0.01], [-0.02, 0.00, -0.01], [-0.02, 0.01, -0.01], [-0.04, 0.10, 0.02], [0.05, 0.04, -0.02], [0.00, -0.01, 0.07], [0.08, 0.01, -0.02], [0.08, 0.06, 0.01], [-0.02, -0.10, 0.04], [0.00, 0.00, 0.00], [-0.14, 0.09, 0.07], [-0.01, -0.09, 0.03], [0.00, 0.00, 0.00], [0.06, 0.03, 0.03], [-0.01, 0.01, 0.00], [-0.01, 0.00, 0.03], [0.00, 0.00, 0.02], [0.00, 0.02, 0.00], [0.03, -0.02, -0.01], [-0.01, 0.00, 0.01], [0.01, -0.01, 0.01], [0.00, -0.01, 0.01], [0.00, 0.00, -0.01], [0.00, 0.00, 0.00], [-0.01, 0.02, 0.01], [-0.01, 0.01, 0.00], [0.01, 0.00, -0.01], [0.01, -0.04, 0.04], [0.00, 0.00, 0.00], [0.00, 0.01, -0.01], [0.01, 0.03, -0.01], [-0.02, 0.02, -0.09], [0.01, 0.00, 0.01], [-0.21, -0.08, -0.02], [0.43, 0.14, -0.03], [0.01, 0.00, -0.01], [-0.05, 0.00, -0.02], [-0.02, -0.02, -0.06], [0.03, 0.10, -0.05], [0.07, 0.04, 0.03], [0.00, 0.01, 0.00], [0.03, -0.01, -0.01], [-0.01, 0.00, 0.01], [0.01, 0.00, 0.00], [-0.11, -0.03, 0.01], [0.05, -0.01, 0.04], [-0.01, -0.01, -0.03], [0.00, 0.03, -0.03], [0.00, 0.02, 0.01], [0.22, -0.07, 0.05], [-0.01, 0.00, 0.00]],
  "mulliken_charge": [0.259, 0.513, -1.303, -0.659, 0.380, -0.233, 0.454, 0.589, 0.428, -0.245, 0.284, 0.383, -0.944, -0.269, 0.229, -0.227, -0.224, 0.048, 0.434, 0.256, 0.301, 0.341, -0.886, -0.941, -0.659, -0.222, 0.710, -0.395, 0.289, 0.368, 0.073, -0.682, 0.371, -0.569, 0.278, -0.635, 0.503, 0.407, -0.605, -0.636, -0.813, 0.495, 0.392, 0.441, 0.660, 0.077, 1.595, -1.498, -1.164, 0.368, 0.368, -0.211, -1.517, 0.865, -0.227, 0.238, 0.288, -0.471, -0.414, -0.755, 0.457, 0.111, 0.380, 0.454, 0.354, 0.003, -0.920, 0.165, 0.349, 0.079, 0.289],
  "mol_weight_g_mol": 606.0,
  "total_energy_ha": -1756.20716,
  "largest_force_ha_per_bohr": 0.0089,
  "homo_energy_ev": -1.4229,
  "lumo_ha": 0.172,
  "orbital_gap_ev": 6.116,
  "e_above_lowest_kcal_mol": 6.6,
  "total_charge": -2
}